The following is a quantum chemistry calculation of a cluster of 11 separate species, C44H66O22 in total at a distorted geometry, from the OMol25 dataset.

Geometry as XYZ:
```
132
Properties=species:S:1:pos:R:3:forces:R:3
O 1.3577 -4.1134 -5.2890 0.0389 0.4102 -0.1075
C 0.2827 -3.7815 -4.8609 0.2095 -0.6979 -0.3449
C -0.5864 -2.6114 -5.2696 -0.0564 0.8258 1.6358
C -1.6833 -2.5682 -4.1477 -0.3395 -0.2104 -2.4022
C -1.6259 -3.9525 -3.5765 0.7122 -1.1770 0.1965
O -0.3359 -4.5367 -3.9405 0.5010 0.8980 0.4669
H -0.0465 -1.6743 -5.1387 0.3219 -0.1337 -0.5237
H -0.9058 -2.6841 -6.3049 -0.1812 -0.1942 0.0498
H -1.5061 -1.7367 -3.4740 0.0710 -0.2484 0.3107
H -2.6505 -2.4378 -4.6341 -0.1015 0.2450 0.3427
H -1.6849 -3.9249 -2.4908 -0.1877 -0.4117 -0.1167
H -2.2279 -4.7188 -4.0668 -1.1151 0.7021 0.5590
O -3.1009 -2.7630 0.8269 -0.2921 0.1847 -0.0274
C -2.6385 -3.8436 1.0570 0.2567 0.4371 -0.1138
C -2.6820 -5.0727 0.1938 -0.1512 -1.1479 0.5527
C -2.2124 -6.1625 1.1643 1.0138 -0.4885 -0.7564
C -1.2915 -5.3836 2.0922 -0.6964 0.8764 -0.4591
O -1.9086 -4.0660 2.1711 -0.2510 -0.3350 0.3627
H -3.6743 -5.3351 -0.1635 -0.0518 0.5794 -0.2645
H -1.9983 -4.9682 -0.6485 -0.0481 0.1821 -0.0026
H -3.0521 -6.6895 1.6125 0.0461 0.3023 0.4596
H -1.6135 -6.9299 0.6645 -0.1562 -0.0250 -0.0796
H -1.1689 -5.8039 3.0850 0.1056 0.2021 0.0568
H -0.3518 -5.1286 1.5939 0.2682 -0.7437 0.2564
O 5.4866 1.8155 3.5784 -0.0135 -0.3131 -0.0328
C 5.1645 0.8768 2.9070 -0.3304 0.4817 0.0732
C 4.5926 -0.4635 3.3324 0.3281 0.6311 0.1781
C 4.0118 -0.9935 2.0464 -0.1794 -1.2262 -0.1170
C 4.8168 -0.2847 0.9466 -0.5483 -1.1873 0.7591
O 5.2489 0.9232 1.5546 0.2181 0.2926 -0.5110
H 5.4536 -1.0058 3.7341 -0.1548 -0.3038 -0.1319
H 3.8683 -0.3453 4.1337 0.0693 0.1201 0.0440
H 4.1226 -2.0797 1.9787 0.0174 0.0676 -0.1149
H 2.9360 -0.8214 1.9876 0.0766 0.3690 -0.0617
H 5.6560 -0.9345 0.6769 0.2782 0.4209 -0.0236
H 4.2029 -0.1559 0.0617 0.1325 0.7593 0.0146
O 2.8190 3.8216 0.1256 -0.1251 -0.3215 -0.1175
C 2.1681 3.8903 1.1288 0.6508 0.5036 0.2499
C 2.6689 3.9277 2.5560 -0.3644 0.4019 0.3157
C 1.3891 3.8468 3.3739 -0.3351 -0.6124 0.6560
C 0.3022 4.3060 2.4036 -0.1361 0.1805 0.9068
O 0.8336 4.0707 1.1008 -0.6480 -0.2464 -0.4029
H 3.4489 3.1924 2.7319 -0.1120 -0.0852 0.0520
H 3.1009 4.9133 2.7511 0.2472 -0.0328 -0.3809
H 1.1284 2.8280 3.6768 0.2744 -0.1283 -0.2656
H 1.3802 4.3988 4.3142 0.1823 0.2918 -0.1929
H -0.5993 3.7347 2.6231 -0.0271 -0.1934 -0.7403
H 0.0130 5.3581 2.4901 0.3870 0.0884 -0.0471
O -0.1828 4.8827 6.8092 -0.3439 -0.0823 0.2515
C -1.0815 4.0978 6.6944 0.2969 -0.1376 -0.5410
C -1.9320 3.8611 5.4528 0.0964 -0.0037 0.4058
C -2.9909 2.8873 5.9214 -0.3128 -0.0793 0.7514
C -2.3558 2.2463 7.1673 -0.2372 -0.8245 -0.8249
O -1.3832 3.1725 7.6324 0.0418 0.1928 0.6099
H -2.3774 4.7956 5.1223 0.3398 0.0465 -0.2776
H -1.2205 3.4523 4.7337 -0.2802 0.0149 -0.2825
H -3.8477 3.4702 6.2676 -0.1225 -0.0964 -0.1837
H -3.3362 2.1342 5.2178 0.1350 0.1185 -0.1670
H -3.0893 1.9668 7.9231 0.1119 0.5845 0.2959
H -1.8682 1.2971 6.9218 0.2967 0.1995 -0.1241
O -1.2409 1.3639 2.6149 0.0393 -0.2534 0.3300
C -0.8547 0.8989 1.5787 -0.0324 1.0794 -0.4135
C -1.5978 0.7630 0.2725 -0.6614 -0.2069 0.7325
C -0.7412 -0.1970 -0.4891 0.7264 0.3269 -1.0340
C 0.6670 0.1320 0.0455 -0.4704 -0.6687 -1.4010
O 0.4505 0.6167 1.3632 0.4863 -0.3009 0.6112
H -2.6408 0.4849 0.4138 0.0871 -0.1274 0.1369
H -1.6282 1.7605 -0.1730 0.1493 -0.0383 -0.0543
H -0.9439 -1.2534 -0.3192 -0.3327 0.0916 0.0706
H -0.7920 0.0404 -1.5541 0.0772 -0.3951 -0.0505
H 1.2702 -0.7745 -0.0289 0.0824 0.0077 0.8751
H 1.1963 0.8328 -0.6017 -0.2137 0.5552 0.4699
O 0.7229 -3.4332 -0.8664 0.2989 0.6751 0.6318
C 1.4445 -4.2260 -0.3271 -0.9058 -1.2475 -1.3525
C 1.7257 -5.6272 -0.8774 0.3642 0.2111 0.2812
C 2.1421 -6.3910 0.3731 0.0933 0.4216 -0.2719
C 2.7502 -5.2639 1.2152 0.3814 -1.0766 0.0050
O 2.1228 -4.0416 0.8135 -0.2031 0.3151 0.3269
H 0.9224 -6.0792 -1.4510 -0.2162 0.3411 0.0579
H 2.5480 -5.4494 -1.5797 0.1281 -0.3038 0.0408
H 1.2644 -6.8024 0.8725 0.0133 -0.0853 -0.0398
H 2.8681 -7.1823 0.2041 -0.0705 -0.0626 -0.0083
H 2.5822 -5.4812 2.2680 0.0342 0.5846 0.1075
H 3.8208 -5.2114 1.0123 0.0164 0.2932 0.1293
O 1.3884 0.7548 -3.5022 -0.0404 0.1072 0.5268
C 2.1639 -0.1208 -3.2478 -0.2605 -0.1826 -1.1421
C 2.6562 -1.1766 -4.1932 0.0360 -1.1848 -0.3188
C 3.1645 -2.2582 -3.2674 0.3113 -0.3032 0.8164
C 3.5206 -1.4746 -1.9802 0.3924 -1.7340 -1.2861
O 2.7133 -0.3102 -2.0359 0.2829 0.3935 0.8787
H 1.8867 -1.6360 -4.8064 -0.1616 0.6095 -0.1352
H 3.4150 -0.7921 -4.8757 0.0588 0.2015 0.1832
H 2.3893 -2.9685 -2.9733 -0.2865 0.1548 -0.4133
H 3.9748 -2.8724 -3.6565 0.1588 0.2463 -0.0151
H 3.2677 -2.1369 -1.1522 -0.1671 0.6426 0.4695
H 4.5984 -1.3056 -1.9726 -0.1178 0.7912 0.2270
O -4.4180 -3.6809 -2.5315 0.2996 -0.1654 -0.4060
C -5.0411 -3.1470 -1.6646 0.1355 0.3016 0.4290
C -5.1344 -1.6553 -1.3320 -0.3477 -0.7899 -0.2696
C -6.3815 -1.6795 -0.4550 -0.4450 1.4130 0.1425
C -6.3668 -3.0305 0.2123 0.6714 0.0562 -0.0063
O -5.7699 -3.8817 -0.7841 -0.2427 -0.1544 -0.3319
H -4.1937 -1.3543 -0.8745 -0.1383 -0.0804 0.3711
H -5.2340 -1.0790 -2.2484 -0.1344 -0.0446 -0.0372
H -6.5182 -0.8423 0.2333 0.4586 -0.1337 0.1701
H -7.2617 -1.5853 -1.0974 0.0367 -0.3292 -0.1271
H -5.6780 -3.0970 1.0581 -0.3279 0.3233 0.2005
H -7.3648 -3.3653 0.4846 0.1056 -0.3182 -0.1211
O -3.5511 3.1651 -1.0546 -0.0736 0.0365 0.0021
C -3.0187 4.2385 -1.0355 0.0719 -0.3628 -0.4285
C -1.5990 4.5872 -1.4136 -0.3202 -0.2149 -0.1852
C -1.3772 5.8450 -0.5865 0.4842 -0.3790 -0.4168
C -2.7694 6.4847 -0.6573 0.9357 -0.3177 -0.1630
O -3.6586 5.3519 -0.6325 -0.3534 0.4995 0.3478
H -0.9634 3.7097 -1.3149 0.2323 0.2339 0.4557
H -1.5477 4.8477 -2.4764 -0.3005 -0.0182 -0.0263
H -1.1293 5.5810 0.4410 0.0514 0.1308 -0.0401
H -0.5603 6.4003 -1.0464 -0.1450 0.4366 0.3738
H -2.9363 7.1424 0.1897 -0.4270 -0.0925 0.0171
H -2.9061 7.0254 -1.5947 -0.1270 0.0610 0.0255
O 4.6334 5.1278 -4.9240 0.0629 0.1538 -0.2237
C 3.7182 4.9340 -4.1810 0.5248 -0.3651 0.5934
C 2.9822 5.9331 -3.3243 -0.6879 0.1334 -1.0364
C 1.8654 5.1213 -2.6838 0.3570 0.1486 1.2736
C 2.0755 3.6638 -3.1353 -0.8971 1.4912 -0.4369
O 3.2448 3.6889 -3.9625 -0.1418 -0.7209 0.1013
H 3.6551 6.4507 -2.6464 0.0778 -0.1991 0.0810
H 2.6126 6.6771 -4.0357 -0.0139 0.1157 0.1796
H 1.9888 5.1706 -1.5999 -0.2845 -0.0035 -0.0763
H 0.8581 5.4457 -2.9378 0.0919 0.2194 -0.0795
H 2.1024 2.9857 -2.2904 0.6349 -0.2080 -0.1864
H 1.2025 3.4419 -3.7476 0.2711 -0.6574 -0.2114
```
Positions in Å, forces in eV/Å.

Values from the calculation:
**Calculated total energy**: -3371.5917 hartree
**SMILES**: O=C1CCCO1.O=C1CCCO1.O=C1CCCO1.O=C1CCCO1.O=C1CCCO1.O=C1CCCO1.O=C1CCCO1.O=C1CCCO1.O=C1CCCO1.O=C1CCCO1.O=C1CCCO1
**HOMO energy**: -9.7 eV
**Energy above the lowest of the compared OMol25 structures with the same formula, charge and spin**: 9.4 kcal per mole
**LUMO**: 0.1 eV
**Gap between HOMO and LUMO**: 0.36026 Ha
**Spin multiplicity**: 1